Arrangement a

Formula: C24H41MnN12O2S2Si
Source: the Open Molecules 2025 dataset
Level of theory: ωB97M-V/def2-TZVPD

Positions of all 83 atoms, in Å:
Mn (-0.81268, 1.14098, -0.49772)
C (-2.48848, 1.31468, 4.01533)
N (-2.13470, 2.58355, 3.40130)
C (-1.66870, 3.58449, 4.35719)
C (-1.66499, 2.55454, 2.11261)
N (-1.38627, 1.48547, 1.46061)
N (-1.57737, 3.80209, 1.51519)
C (-0.98903, 4.08221, 0.28848)
N (-0.92967, 5.43774, 0.03596)
N (-0.63436, 3.17563, -0.52658)
H (-3.07233, 1.51911, 4.91036)
H (-1.60789, 0.73012, 4.30760)
H (-3.10142, 0.72379, 3.33657)
H (-2.48761, 3.87384, 5.01443)
H (-1.29601, 4.47216, 3.85575)
H (-0.85610, 3.18181, 4.96958)
H (-1.37247, 0.66881, 2.05900)
H (-2.12756, 4.53787, 1.92563)
H (-0.67153, 6.03669, 0.80479)
H (-0.48389, 5.68568, -0.83425)
H (-0.16425, 3.53235, -1.36426)
C (2.55142, -4.17866, 1.29407)
Si (0.85114, -4.61045, 0.63404)
C (0.16539, -5.93648, 1.77601)
C (0.94087, -5.33209, -1.08779)
C (-0.37860, -3.16627, 0.70141)
C (-1.53998, -3.30864, 1.42701)
C (-2.50561, -2.29622, 1.43197)
C (-2.23168, -1.16049, 0.72294)
N (-1.09471, -0.94467, 0.02092)
C (-0.18193, -1.95408, -0.03346)
S (1.19261, -1.80971, -1.06183)
H (3.10014, -5.10433, 1.48777)
H (2.47808, -3.63736, 2.24091)
H (3.12281, -3.58088, 0.58645)
H (0.85558, -6.78327, 1.78893)
H (-0.80456, -6.31720, 1.44912)
H (0.06497, -5.58478, 2.80565)
H (1.55093, -6.23846, -1.08189)
H (1.37634, -4.62301, -1.79052)
H (-0.05595, -5.60599, -1.44127)
H (-1.72086, -4.21476, 1.99217)
H (-3.44003, -2.39644, 1.96663)
H (-2.94838, -0.35029, 0.70486)
S (-5.05157, 2.12558, -1.98159)
C (-4.72174, 0.48029, -2.30528)
C (-3.50250, 0.14962, -1.81787)
N (-2.80953, 1.18703, -1.23325)
C (-3.51286, 2.28738, -1.28156)
H (-5.43167, -0.15593, -2.80580)
H (-3.04069, -0.82190, -1.87719)
H (-3.15461, 3.23320, -0.90904)
N (1.10126, 1.13651, 0.14682)
C (2.17817, 0.98753, 0.52433)
N (3.39610, 0.70943, 0.93612)
C (4.27925, 1.78235, 1.40325)
C (5.71365, 1.29885, 1.27794)
O (5.89926, 0.08163, 1.97066)
C (5.09161, -0.94597, 1.41998)
C (3.62243, -0.60709, 1.55763)
H (4.05701, 2.02205, 2.44897)
H (4.11766, 2.66795, 0.78975)
H (6.39442, 2.02494, 1.71894)
H (5.96644, 1.17188, 0.21779)
H (5.31929, -1.85880, 1.96695)
H (5.34155, -1.09292, 0.36223)
H (3.34621, -0.56442, 2.61733)
H (2.99559, -1.33610, 1.04553)
C (-0.79132, -0.23132, -6.00497)
N (-0.74241, 0.65221, -4.85832)
C (-0.26255, 2.01295, -4.92043)
C (-0.04960, 2.32524, -3.44863)
O (0.32894, 3.41828, -3.06117)
N (-0.34915, 1.21756, -2.69362)
C (-0.65946, 0.24466, -3.57843)
N (-0.87726, -1.01428, -3.21594)
H (-0.97282, 0.36701, -6.89420)
H (-1.61890, -0.93429, -5.91223)
H (0.14319, -0.78315, -6.13858)
H (-0.98189, 2.70307, -5.36281)
H (0.68415, 2.09067, -5.46029)
H (-0.33806, -1.31770, -2.37492)
H (-0.92826, -1.70309, -3.94979)

Output
- Expectation value of S²: 0.79
- E_HOMO (alpha / beta): -9.28 / -9.24 eV
- Total charge: +1
- Orbital gap (alpha / beta): 7.3 / 7.3 eV
- Spin multiplicity: 2


Arrangement b

Formula: C24H41MnN12O2S2Si
Source: the Open Molecules 2025 dataset
Level of theory: ωB97M-V/def2-TZVPD

Positions of all 83 atoms, in Å:
Mn (-0.05650, -0.61580, -1.39163)
C (-1.96693, -4.01354, 1.44508)
N (-2.70593, -3.58979, 0.26448)
C (-3.79538, -4.44460, -0.19742)
C (-2.11019, -2.69730, -0.57842)
N (-0.91466, -2.24743, -0.46240)
N (-2.93561, -2.25572, -1.60696)
C (-2.56050, -1.61212, -2.77519)
N (-3.56622, -1.61518, -3.71320)
N (-1.42512, -1.04406, -2.90886)
H (-2.65979, -4.47558, 2.14347)
H (-1.52507, -3.14922, 1.93968)
H (-1.17571, -4.73166, 1.20747)
H (-4.74679, -3.90876, -0.25364)
H (-3.92876, -5.24855, 0.52018)
H (-3.57612, -4.89336, -1.16818)
H (-0.36097, -2.72530, 0.23667)
H (-3.92046, -2.42998, -1.50718)
H (-4.12427, -2.44876, -3.80359)
H (-3.36374, -1.15711, -4.58608)
H (-1.25445, -0.69358, -3.84453)
C (4.32091, 2.06217, 4.06789)
Si (3.36734, 0.91324, 2.93299)
C (2.39840, -0.27078, 4.01670)
C (4.59028, 0.00081, 1.85301)
C (2.21374, 1.98546, 1.88280)
C (2.23259, 3.36494, 2.03818)
C (1.44283, 4.19202, 1.24588)
C (0.65366, 3.58131, 0.29574)
N (0.59803, 2.26260, 0.10541)
C (1.35457, 1.46901, 0.87769)
S (1.22684, -0.26832, 0.64284)
H (4.91049, 1.46712, 4.76909)
H (3.66709, 2.70522, 4.66086)
H (5.01503, 2.69889, 3.51521)
H (3.06867, -0.76605, 4.72333)
H (1.89669, -1.03415, 3.42220)
H (1.65098, 0.27235, 4.60150)
H (5.32076, -0.52763, 2.47021)
H (5.13549, 0.69934, 1.21460)
H (4.08441, -0.72546, 1.21752)
H (2.87555, 3.81221, 2.78687)
H (1.44753, 5.26693, 1.36160)
H (0.02157, 4.18071, -0.35683)
S (3.58110, -3.21774, -2.42063)
C (2.25741, -3.62109, -3.42363)
C (1.18805, -2.86123, -3.08979)
N (1.40222, -1.97025, -2.06540)
C (2.62592, -2.06326, -1.62332)
H (2.32631, -4.37861, -4.18535)
H (0.21597, -2.90600, -3.55426)
H (3.00667, -1.44135, -0.82871)
N (-1.63298, 0.53128, -0.48570)
C (-2.02304, 0.83802, 0.55783)
N (-2.46895, 1.22201, 1.73774)
C (-1.46659, 1.23095, 2.83306)
C (-1.34222, -0.17172, 3.39928)
O (-2.60443, -0.67780, 3.81436)
C (-3.52931, -0.73394, 2.74986)
C (-3.76020, 0.64654, 2.16134)
H (-1.82916, 1.93108, 3.58590)
H (-0.51282, 1.58022, 2.43967)
H (-0.69664, -0.17892, 4.27452)
H (-0.89698, -0.81858, 2.63040)
H (-4.45652, -1.14056, 3.15287)
H (-3.16053, -1.40837, 1.96041)
H (-4.17611, 1.31603, 2.91438)
H (-4.43516, 0.61661, 1.30647)
C (0.43942, 4.31023, -3.91598)
N (0.87838, 2.98211, -3.55370)
C (2.19270, 2.43994, -3.79624)
C (2.04359, 1.02538, -3.24373)
O (2.94174, 0.22343, -3.24825)
N (0.73996, 0.85573, -2.78138)
C (0.12645, 2.02803, -2.99033)
N (-1.16560, 2.24524, -2.71712)
H (1.30658, 4.88657, -4.22683)
H (-0.00777, 4.82590, -3.06270)
H (-0.27612, 4.29321, -4.74151)
H (2.97376, 2.97671, -3.25565)
H (2.44560, 2.40768, -4.85770)
H (-1.57178, 1.63826, -2.01407)
H (-1.49919, 3.19375, -2.74114)

Output
- Expectation value of S²: 0.79
- E_HOMO (alpha / beta): -9.24 / -9.15 eV
- Total charge: +1
- Orbital gap (alpha / beta): 7.1 / 7.0 eV
- Spin multiplicity: 2


arrangement a wins, 0.143 eV ahead of the next structure.